Entry 1:
DFT (ωB97M-V with the def2-TZVPD basis set) results for C27H68BNO27 as an isolated structure in a non-equilibrium geometry.

XYZ file:
```
124
C27H68BNO27, DFT ωB97M-V with the def2-TZVPD basis set
C -0.3001 -0.1139 2.0668
N -0.1553 -0.2387 0.5233
C 1.0621 0.5772 0.1856
C 0.2740 -1.6552 0.2786
C -1.3320 0.1412 -0.1324
C -1.2241 0.4076 -1.5789
O -2.4876 0.4717 -2.2612
H 0.5291 -0.5091 2.6311
H -1.0580 -0.5781 2.6157
H -0.4075 0.9516 2.2720
H 1.2144 0.6197 -0.9189
H 1.9607 0.6089 0.6013
H 0.6667 1.5907 0.3135
H 1.0423 -2.2465 0.9315
H 0.8216 -1.7684 -0.6524
H -0.8343 -2.1847 0.3342
H -1.6623 1.0757 0.2285
H -2.1772 -0.4559 0.2270
H -0.6793 -0.3536 -1.9358
H -0.6590 1.3078 -1.8936
H -2.2883 0.1964 -3.3782
O -0.2991 4.7821 5.1489
C 0.2896 3.6474 5.4071
O 1.4881 3.4313 5.2114
B 1.5448 1.9954 5.0304
O 0.2488 1.5128 5.4385
C -0.4985 2.4984 5.4520
O -1.7355 2.5063 5.7576
O 2.5736 1.4984 5.8981
C 3.3284 0.7395 5.2133
O 3.9089 -0.4115 5.6107
C 3.0076 0.9570 3.8458
O 2.0346 1.7301 3.6746
O 3.6088 0.4753 2.8353
C -0.3151 4.4559 -2.6443
C 1.1787 4.2298 -3.2036
O 1.3315 4.8926 -4.4743
O -0.4643 3.7181 -1.5117
H -1.0887 4.0081 -3.3524
H -0.7681 5.6092 -2.6304
H 1.2290 3.2852 -3.3463
H 2.1289 4.5312 -2.6117
H 2.3053 4.9366 -4.8332
H -1.0302 4.3457 -0.8005
C -2.4839 1.1733 -5.5080
C -3.3264 2.3312 -4.9769
O -2.5795 3.4879 -5.1229
O -3.3206 0.0889 -5.2131
H -1.6190 1.1612 -4.8854
H -2.0274 1.2480 -6.5902
H -3.2394 2.3095 -3.9516
H -4.4769 2.4336 -5.4784
H -2.6108 3.6998 -5.9956
H -2.9498 -0.6530 -5.5604
C -2.5266 4.8117 1.0414
C -1.7178 4.0051 2.0529
O -2.3463 2.7849 2.2820
O -2.0265 6.0070 0.4873
H -3.4166 4.9566 1.5145
H -2.8029 4.1511 0.2012
H -1.7665 4.8200 2.6483
H -0.6741 3.8829 1.5094
H -3.3173 2.7575 2.5408
H -1.9247 6.6466 1.2529
C 3.2171 -5.1723 3.2681
C 2.6585 -4.1235 2.3367
O 2.2632 -4.5852 1.0920
O 3.3939 -4.5565 4.4579
H 4.1959 -5.5668 2.8976
H 2.8490 -5.9138 3.4416
H 3.3122 -3.2699 2.3228
H 1.7291 -3.7141 2.9530
H 3.0413 -4.4644 0.6252
H 4.0119 -5.0977 5.1014
C -1.6176 -4.0324 4.1893
C -2.9419 -4.0190 3.2685
O -3.6545 -5.1433 3.4683
O -0.9285 -2.7485 4.0211
H -0.9208 -4.5743 3.8725
H -1.8943 -4.4459 5.1329
H -2.7329 -4.0680 2.1800
H -3.5857 -3.1852 3.5497
H -3.0538 -5.7056 4.0559
H -0.1736 -2.5817 4.4838
C 4.1695 -1.0164 -2.9516
C 4.2443 -2.2755 -2.0326
O 5.5793 -2.7194 -1.9619
O 2.8467 -0.6033 -3.0184
H 4.4877 -1.5001 -3.9110
H 4.8725 -0.2070 -2.7124
H 3.6802 -3.1498 -2.2557
H 3.8094 -2.0785 -0.8477
H 5.8653 -2.0715 -1.2715
H 2.6701 -0.3502 -3.9310
C -5.2708 -1.2872 -1.0164
C -5.9732 -1.3760 0.3577
O -5.3641 -0.5830 1.4751
O -5.9533 -2.0000 -1.9745
H -4.3349 -1.5639 -0.8802
H -5.4869 -0.1820 -1.3664
H -5.9080 -2.3561 0.7203
H -7.1303 -0.9525 0.3047
H -5.9136 -0.8361 2.2792
H -5.7922 -2.9579 -1.6597
C -1.6953 -3.1484 -5.4107
C -1.6924 -2.5182 -4.0209
O -0.7780 -3.2144 -3.1203
O -2.6531 -2.3756 -6.1651
H -1.7490 -4.1928 -5.2371
H -0.7187 -3.0220 -5.9486
H -2.7079 -2.5307 -3.6025
H -1.3356 -1.4221 -3.9080
H 0.0071 -3.3352 -3.6873
H -3.4535 -2.9406 -6.2296
C 6.1878 1.4897 1.3132
C 5.1259 1.8311 0.2612
O 3.9199 2.2256 0.9844
O 7.3578 1.1734 0.7184
H 5.8507 0.7775 2.0144
H 6.4900 2.2720 1.8335
H 4.7825 0.9730 -0.2529
H 5.4406 2.6035 -0.4926
H 4.0028 1.6795 1.8763
H 8.1926 1.3863 1.1888
```

The calculation puts the HOMO energy at -9.42 eV. Its charge is 0. The calculation puts the largest force on an atom at 17.64 eV Å⁻¹. The LUMO energy is -0.31 eV. The value obtained for the energy relative to the best compared isomer or geometry (same formula, charge and spin) is 82.5 kcal/mol. As for the frontier orbital gap: 0.3347 Ha.

Results of the Mulliken charge analysis, in e, for atoms 1 through 2: -0.929 1.503



Entry 2:
DFT (ωB97M-V with the def2-TZVPD basis set) results for a 13-piece molecular cluster, C30H63BF4N8O4 overall in a non-equilibrium geometry.

XYZ file:
```
110
C30H63BF4N8O4, DFT ωB97M-V with the def2-TZVPD basis set
C -4.4491 1.3085 -0.6322
C -3.2671 0.3605 -1.1942
C -2.0861 0.4335 -0.1892
N -0.7941 -0.2955 -0.6282
C -0.3971 -0.0315 -1.9912
C -1.0871 -1.8575 -0.5942
C 0.3149 -2.4525 -0.3142
C 1.1839 -1.3425 0.3108
C 0.2599 -0.1285 0.4028
H -4.7061 1.0715 0.3018
H -5.4881 1.5215 -1.1702
H -4.1511 2.3225 -0.4902
H -3.0891 0.5555 -2.2222
H -3.6641 -0.6815 -1.1252
H -2.2441 0.1585 0.8798
H -1.7371 1.4305 -0.2772
H 0.5399 -0.5845 -2.4612
H -0.2301 1.1345 -2.2432
H -1.3061 -0.1925 -2.6132
H -1.7201 -2.1505 -1.4872
H -1.6381 -2.0205 0.1928
H 0.8049 -2.8595 -1.1272
H 0.3729 -3.1525 0.6038
H 2.1199 -1.2115 -0.3182
H 1.4559 -1.7755 1.2118
H 0.7809 0.7795 0.1948
H 0.0399 -0.0285 1.3968
B -0.6091 4.2585 -1.1052
F 0.2449 3.1155 -1.1362
F -0.7541 4.7955 0.1908
F -0.1271 5.1755 -2.0952
F -1.8301 3.7395 -1.4882
C 2.4489 -1.1395 -6.0872
C 1.7239 -1.6815 -4.9182
N 1.1889 -2.2495 -4.0632
H 3.1839 -1.9845 -6.4872
H 1.8129 -0.8155 -6.5902
H 2.9379 -0.3015 -5.7672
C 0.2269 -1.3885 5.3428
C -0.2591 -1.7625 3.9638
N -0.7571 -2.1805 2.9188
H 0.3789 -0.4295 5.3418
H -0.5271 -1.8195 6.0548
H 1.1179 -1.9485 5.1488
C -3.8551 -3.6185 3.2338
C -4.0521 -2.7445 2.0108
N -4.1191 -2.2055 1.0258
H -2.7861 -3.8715 3.5488
H -4.4401 -3.2795 4.3018
H -4.3921 -4.4945 2.9808
C 1.7219 3.6025 2.0978
C 1.4439 2.5365 3.1138
N 1.3489 1.7225 3.8428
H 2.8519 4.1055 2.4628
H 1.7689 3.2615 0.9888
H 1.0889 4.2485 2.2058
C -1.9631 -2.4205 -5.7512
C -3.0221 -1.4595 -5.1582
N -3.7491 -0.6925 -4.6712
H -1.2781 -1.8865 -6.5242
H -1.3211 -2.8085 -4.9792
H -2.6811 -3.2935 -6.1802
C 3.9229 -3.7725 -3.3542
C 4.6669 -4.8355 -2.5882
N 5.2349 -5.6935 -1.9202
H 3.0779 -3.6275 -2.7592
H 4.7349 -2.9225 -3.5042
H 3.5979 -4.3225 -4.2212
C 5.4119 2.7135 1.6938
C 4.5759 1.3775 1.1788
N 4.0169 0.3715 0.9408
H 6.2979 2.8195 1.5638
H 5.0469 3.6255 1.1048
H 5.1249 2.9585 2.7008
C -2.9001 0.0765 4.8628
C -2.5161 1.2065 4.0308
O -2.5241 2.5865 4.5878
H -2.2781 0.1615 5.7648
H -2.9121 -0.7895 4.0878
H -3.7701 0.2965 5.2628
H -3.1051 1.0835 3.1468
H -1.5381 1.1305 3.7248
H -2.4751 3.2235 3.8008
C 3.4109 2.8255 -4.5632
C 2.3149 2.8545 -3.5042
O 2.8709 3.0125 -2.3722
H 3.1479 2.8025 -5.6262
H 3.8849 1.7825 -4.3142
H 3.8829 3.7735 -4.4762
H 2.0199 1.9025 -3.5932
H 1.6069 3.6765 -3.7892
H 2.2509 3.0655 -1.6282
C 3.1999 -3.8345 1.8328
C 2.9349 -5.2365 0.9638
O 2.2979 -6.2165 1.7148
H 2.2529 -3.4995 2.3878
H 3.4389 -3.1205 1.1278
H 4.1029 -4.0455 2.6048
H 3.9449 -5.6415 0.4998
H 2.4679 -4.8375 0.2018
H 2.2249 -6.9105 1.1888
C -4.4851 3.9995 2.1368
C -3.2341 4.9415 2.1098
O -2.0711 4.1525 2.3018
H -4.2751 2.9215 2.0118
H -5.5271 4.2925 1.5108
H -4.8511 3.9855 3.2038
H -3.4611 5.5615 2.8848
H -3.2471 5.4865 1.2918
H -1.5801 4.2435 1.5978
```

The calculation puts the HOMO energy at -9.37 eV. Its charge is 0. The calculation puts the largest force on an atom at 14.57 eV Å⁻¹. The LUMO energy is -0.12 eV. The value obtained for the energy relative to the best compared isomer or geometry (same formula, charge and spin) is 37.1 kcal/mol. As for the frontier orbital gap: 0.3401 Ha.

Results of the Mulliken charge analysis, in e, for atoms 1 through 2: -1.771 -0.441